(1)
ORCA calculation (the ωB97M-V functional and the def2-TZVPD basis) on one molecule with the formula C22H27NO6 at a distorted geometry.

```
56
Properties=species:S:1:pos:R:3:forces:R:3:lowdin_charge:R:1
H -2.3905 -0.0430 2.1771 -0.112 -0.028 0.082 0.119
C 2.6539 3.6278 -1.9616 -0.340 -0.205 0.242 -0.060
N -3.9125 0.3890 -0.8048 0.465 0.168 -0.171 0.076
C 2.4741 -0.6801 2.0969 0.157 -0.169 0.513 -0.244
H -3.2305 3.2171 0.9140 -0.043 0.028 0.071 0.118
H 3.4953 -0.9519 1.8157 -0.183 -0.061 0.034 0.123
C 3.6589 -0.3522 -1.9391 -0.345 -0.050 0.061 0.011
H -1.0735 2.9893 -0.5045 0.037 0.121 -0.092 0.112
H 4.7438 -0.3530 -1.9056 0.061 -0.022 -0.007 0.089
H 3.2750 0.5269 -1.4202 0.040 0.085 -0.006 0.068
H -5.0448 2.0622 -0.4399 0.114 0.055 -0.090 0.121
H -3.0002 0.0203 -1.0319 -0.177 -0.041 0.031 0.131
H -0.7175 -1.6920 -1.4159 0.067 0.084 -0.048 0.124
C -3.2695 2.1316 0.8054 -0.048 -0.089 -0.269 -0.125
H 4.8000 -2.7315 -0.4926 0.232 0.052 -0.020 0.110
C -1.6038 0.4356 1.6135 -0.106 0.182 -0.083 -0.039
H 3.3896 3.7876 -1.1781 0.094 0.051 0.052 0.081
C -4.4530 -1.9543 -0.7361 -0.542 -0.147 0.379 -0.057
C 0.1771 -3.1740 -0.2082 -0.776 0.371 -0.311 0.019
C 0.4377 1.6243 0.1563 0.183 -0.154 0.044 -0.174
C 3.7446 -2.5907 -0.6074 -0.120 0.545 -0.402 -0.024
O 1.5016 2.1208 -0.5376 -0.015 -0.209 0.204 -0.047
C -2.2472 -2.7635 -0.3229 -0.156 -0.249 0.371 -0.485
C -4.8769 -0.4972 -0.5043 0.434 -0.375 -0.296 -0.470
H -5.0628 -2.3766 -1.5409 0.090 0.091 0.104 0.143
O -5.9899 -0.2093 -0.1230 -0.372 -0.055 0.182 0.066
H 1.8817 -1.6017 2.1595 0.099 0.068 -0.077 0.112
C -1.8808 1.5531 0.8489 -0.079 -0.064 0.229 -0.246
C -3.9880 1.7980 -0.5133 -0.184 0.123 0.204 -0.161
C 3.1239 -1.5631 -1.2722 0.932 -0.313 0.220 -0.315
H -4.6304 -2.5328 0.1777 -0.025 0.173 -0.192 0.134
C 1.5304 -2.8336 -0.4944 0.924 -0.683 0.438 -0.280
C -0.8509 2.1259 0.1033 0.136 0.036 -0.075 0.032
C 1.3122 3.2653 -1.3432 0.012 0.335 -0.241 -0.256
H 2.5554 4.5359 -2.5494 0.012 0.085 -0.073 0.077
H 1.4688 0.3397 3.7201 -0.045 0.029 0.102 0.069
H -0.1347 -0.9341 2.3124 0.091 -0.088 0.066 0.118
O 1.7955 -1.7172 -1.2204 -0.343 0.149 -0.142 0.086
C 2.7202 -3.4110 -0.1017 -0.944 0.257 -0.201 -0.003
C 0.7223 0.5228 0.9947 0.079 0.128 -0.072 -0.194
O -3.0857 -2.0321 -1.0998 0.116 0.030 -0.243 -0.028
H 3.3277 -0.3084 -2.9759 0.032 0.034 -0.096 0.091
H -3.5327 2.3461 -1.3429 -0.079 0.014 0.052 0.120
O 2.0310 0.1351 1.0320 -0.265 0.277 -0.271 -0.047
C -0.8692 -2.4972 -0.7140 0.573 -0.170 0.037 0.014
H -3.8540 1.7233 1.6307 -0.021 0.051 0.020 0.118
C 2.4778 0.0507 3.4360 -0.093 -0.060 -0.409 -0.053
O -2.6217 -3.4866 0.5673 0.033 0.053 -0.125 0.108
H 2.8899 -0.5966 4.2051 0.036 -0.065 0.114 0.078
H 3.0011 2.8238 -2.6046 0.058 -0.055 -0.092 0.069
C -0.3146 -0.0713 1.6915 0.345 -0.035 -0.069 -0.013
H 2.8313 -4.3051 0.4776 -0.066 -0.201 0.142 0.115
H 3.0865 0.9486 3.3641 0.066 0.079 0.028 0.082
H 0.9425 4.1002 -0.7313 -0.029 -0.127 -0.062 0.127
H 0.0089 -3.9979 0.4709 -0.029 -0.071 0.076 0.136
H 0.5763 3.0567 -2.1330 0.018 0.029 0.139 0.127
```
Positions in Å, forces in eV/Å.

Charge ... 0
SMILES ... CCOc1ccc(CCNC(=O)COC(=O)/C=C/c2ccc(C)o2)cc1OCC
Molar mass ... 401.459 g mol⁻¹
ΔE to the lowest compared entry with this formula, charge and spin ... 2.7112 eV

(2)
ORCA calculation (the ωB97M-V functional and the def2-TZVPD basis) on a 11-piece molecular cluster, C44H88O18 overall at a distorted geometry.

```
150
Properties=species:S:1:pos:R:3:forces:R:3:lowdin_charge:R:1
H 2.1255 -17.7184 12.5055 0.040 1.103 -0.038 0.074
H 3.7141 -27.1998 19.1096 -0.237 -0.216 -0.629 0.106
H -2.6794 -29.5680 18.9779 0.192 -0.425 0.049 0.113
C 3.3276 -22.5147 13.9416 0.240 1.402 -0.439 -0.529
H 2.0009 -23.4697 19.1358 0.823 0.272 -0.706 0.115
H -3.7427 -22.2804 11.8982 0.915 -0.492 0.094 0.129
H 3.2968 -19.4644 16.6933 -0.482 0.034 -0.352 0.093
H -3.8045 -22.7051 20.8203 0.312 0.174 0.126 0.099
H -2.9380 -21.2611 16.7621 0.183 0.356 -0.145 0.076
C -6.8185 -25.0922 16.6094 1.436 -0.018 0.679 -0.214
H -5.7866 -24.6658 12.1666 -0.734 0.276 0.252 0.102
H 1.4758 -21.2512 15.3124 -0.478 -0.169 0.842 0.084
O 2.9834 -19.9396 19.3988 -1.900 1.085 0.763 0.123
H -1.1302 -19.0310 9.2220 -0.163 -0.647 0.539 0.095
H 2.0818 -16.5317 17.9598 0.132 -0.155 0.185 0.101
H -6.7363 -24.0877 16.1867 -0.259 -0.289 -0.243 0.073
H 4.3016 -26.2560 20.4202 -0.587 0.139 -0.060 0.120
H 1.2993 -23.6792 16.3995 -0.947 0.365 -0.971 0.125
H 5.9953 -19.8782 16.1179 -0.518 0.810 -0.055 0.085
H -9.1020 -20.6462 15.2897 0.135 0.421 -0.075 0.085
H -0.9033 -18.0003 15.1167 0.341 -0.944 -0.784 0.056
C -5.0806 -24.5654 12.9820 0.099 0.451 -0.385 -0.129
H -2.8160 -25.4411 17.8528 0.423 1.044 0.962 0.074
H 2.7697 -19.2575 12.0121 -0.057 -0.084 -0.336 0.092
H -7.4144 -28.0481 16.0655 -0.809 -0.757 0.882 0.097
H -5.9586 -22.6216 13.4694 -0.469 0.707 -0.165 0.105
H -1.4689 -18.6308 19.0482 0.014 0.091 0.243 0.091
H -1.1659 -29.2342 19.8304 0.285 -0.036 0.449 0.108
H -1.7420 -24.1554 18.9255 -0.832 -1.157 -0.139 0.086
H 5.5420 -21.7533 19.8230 0.698 0.263 0.149 0.070
C -5.6312 -27.1313 17.1448 -0.360 2.032 -1.006 -0.117
H -1.0657 -27.2161 18.6370 -0.379 0.738 0.317 0.080
C 4.2199 -19.1804 17.1571 1.726 1.413 0.501 -0.185
C -2.2935 -24.4648 18.0018 0.207 0.378 0.061 0.025
H -6.1252 -27.6184 15.0512 -0.055 0.245 0.617 0.118
H -6.0683 -27.3987 18.0716 -0.358 -0.380 1.010 0.092
C -0.8706 -29.8353 16.7851 -0.337 1.019 -2.728 -0.278
C 2.3929 -22.7010 12.7290 1.573 0.316 0.634 0.045
C -1.4058 -18.7633 11.2949 -1.592 0.460 3.080 -0.256
H -5.2480 -25.1262 18.1455 0.340 -0.060 0.059 0.100
H -7.1532 -21.9280 16.2546 0.037 0.579 -0.626 0.100
H 1.3808 -27.1031 19.8882 0.085 0.206 -0.136 0.097
H 5.8872 -24.5554 15.1691 -0.161 0.373 -0.172 0.082
C -1.6219 -29.2964 18.8612 -0.568 0.500 -1.132 -0.174
C -1.5848 -27.9656 18.0701 -0.249 -0.292 -1.424 -0.152
C 3.4464 -26.3511 19.7187 0.315 0.846 0.329 -0.166
C -5.2192 -23.2756 13.8843 1.332 -1.807 0.083 -0.156
H -1.7784 -19.2681 12.2204 -0.110 -0.021 -0.906 0.122
C -3.5981 -20.5251 16.2895 -0.252 -0.824 0.887 0.035
H -3.5646 -24.7483 11.2811 -0.476 0.181 0.136 0.112
C 0.6623 -19.2423 12.3448 -1.502 -0.471 1.488 -0.553
O -1.0338 -25.1578 16.0278 -0.353 0.615 1.702 0.063
H 6.2186 -23.3573 16.4213 -0.135 0.117 -0.318 0.082
C 2.2973 -14.4950 17.2898 -0.827 1.551 0.257 -0.055
C -0.4192 -20.3041 19.7686 1.430 -0.618 -1.275 -0.232
H 3.8826 -22.4852 16.3126 0.270 -0.730 0.030 0.113
O -7.2749 -26.0494 15.6954 0.615 -0.507 -0.529 -0.147
H -0.0417 -30.3527 16.2855 -0.327 0.025 -0.066 0.124
H 2.6529 -14.6018 16.2412 -0.184 -0.689 0.872 0.093
C -3.1357 -22.0704 21.4291 0.193 -2.496 -0.553 0.039
C 2.1147 -24.5489 19.1609 -1.512 -0.752 -0.850 -0.248
C 4.1220 -23.4972 15.9124 0.802 1.284 -0.274 -0.193
H 0.1054 -18.6313 18.3748 0.479 -0.658 -0.019 0.070
C -0.6597 -28.3087 16.8426 -0.278 0.238 0.160 -0.141
C -5.3905 -25.5534 17.1602 -2.812 -0.927 -1.011 -0.111
C 2.0852 -26.4738 20.4413 1.015 0.008 -0.248 -0.148
H -2.2149 -22.8609 12.8292 -0.145 0.081 -0.686 0.122
H 1.5416 -21.5375 17.1043 -0.040 0.601 0.036 0.075
H -4.6671 -25.1993 16.4311 0.361 -0.207 0.150 0.091
O -0.9855 -22.8211 20.5846 0.207 -0.520 -0.076 0.089
C 4.4955 -21.8691 19.6416 -1.474 -0.132 0.570 0.034
C 0.9046 -21.5755 16.2199 0.592 0.139 -0.581 -0.038
H 5.7068 -22.7533 14.7863 0.646 -0.561 0.257 0.071
H -2.9343 -23.5755 17.8358 -0.171 -0.666 -0.079 0.091
H 0.3434 -28.1333 17.2292 0.322 -0.109 -0.228 0.097
H -2.6192 -27.6690 17.7223 1.225 -0.078 0.602 0.095
H 3.9855 -22.1362 20.5879 0.239 0.463 -0.403 0.089
H 1.1464 -15.4396 18.9569 0.275 0.609 0.255 0.129
C 5.6039 -23.5571 15.5301 -0.372 0.173 0.514 -0.050
O -5.1181 -21.8069 17.5905 -0.700 -0.786 0.391 0.096
C 0.4646 -22.9899 16.0824 0.070 -1.096 1.246 -0.196
O 0.3606 -15.8229 17.1921 -1.633 -0.174 -0.729 -0.004
O 3.4028 -25.1183 18.9357 -0.244 -0.013 0.491 -0.159
H 2.3236 -27.0088 21.3552 -0.496 0.276 0.525 0.104
H -7.5791 -25.0856 17.3553 -0.302 0.450 1.314 0.107
H -4.7146 -27.6703 16.9982 0.288 -0.402 -0.164 0.077
H 3.8526 -24.2584 16.6278 -0.493 -0.375 -0.164 0.100
H -1.7976 -17.0701 16.2504 0.823 0.323 -0.418 0.100
H 1.3910 -25.0334 18.4443 0.579 0.776 0.058 0.131
C -0.8989 -17.0495 15.5747 -1.237 1.143 1.350 0.037
O 1.2635 -17.6717 16.3140 0.959 -0.514 0.000 0.091
C -6.6531 -27.3159 15.9911 1.693 0.766 -1.706 -0.175
O 0.1725 -20.2431 12.8325 0.543 -0.097 -0.631 0.066
H -3.3103 -19.5201 16.5829 -0.092 0.142 -0.173 0.078
H -7.7174 -20.7199 17.3295 0.087 0.288 -0.208 0.124
H -3.5792 -21.1402 21.5114 -0.805 1.845 0.287 0.056
O -3.9039 -22.7124 13.8791 -0.194 0.045 -0.035 -0.183
O 3.3498 -23.6079 14.6884 -0.259 -0.622 0.580 -0.015
H 2.2907 -19.1119 13.6667 -0.357 0.619 -0.963 0.107
H 0.5118 -24.9684 20.5170 0.543 0.483 0.389 0.108
C -1.2484 -24.3822 16.9625 0.394 -0.155 -2.678 -0.539
H 5.0271 -18.7446 15.1462 0.056 0.022 0.335 0.065
H -2.5448 -19.9004 9.8588 0.630 -0.059 0.437 0.093
H 6.0760 -18.1237 16.4489 -0.284 -0.093 0.160 0.066
H 0.0529 -21.2284 19.3949 -0.025 0.482 -0.010 0.114
C -7.2906 -20.8335 16.3234 0.962 0.425 0.789 -0.207
C 2.0222 -18.7623 12.6274 1.230 -1.482 1.349 0.030
H 3.0845 -14.1129 17.9326 0.374 -0.269 -0.022 0.071
H -2.0483 -17.8742 11.2125 0.692 0.089 -0.114 0.126
C 1.5057 -15.6125 17.9519 1.710 -0.387 -0.238 -0.239
O 3.9788 -21.5031 14.2129 -1.259 -1.176 -0.700 0.041
O -0.8983 -30.2432 18.0718 -0.199 -0.827 2.561 -0.134
H 2.8703 -23.4425 12.0875 0.044 0.051 -0.143 0.089
H 2.1148 -24.4857 21.3157 -0.298 0.268 0.133 0.118
O -5.9713 -20.1563 16.2857 -0.244 -1.597 0.221 -0.018
O 4.6628 -20.2687 17.9839 0.308 0.115 -0.749 -0.035
H -2.9913 -25.0566 12.9384 -0.643 0.460 -0.848 0.127
C -1.5011 -19.6190 10.1012 0.743 0.290 -1.545 -0.076
C 1.6136 -24.9882 20.4920 -0.092 -2.233 0.614 -0.155
H 4.0748 -18.2992 17.8399 -0.170 -0.722 -0.831 0.129
O -0.0880 -18.3489 11.6975 0.207 0.639 -1.761 -0.005
H 1.4763 -23.1482 13.0700 -0.555 0.191 0.034 0.074
O -0.6114 -23.2072 17.0470 0.607 0.213 0.482 -0.037
C -8.1244 -20.1357 15.2928 -0.951 0.056 -0.112 -0.079
H -3.5701 -20.7020 15.2286 0.050 0.253 -0.494 0.068
H 0.0130 -20.9704 16.3272 0.083 0.462 0.043 0.071
C -1.8041 -21.9648 20.7446 -0.286 1.478 0.425 -0.502
C 0.3664 -16.8867 16.3952 -1.172 -0.211 -1.059 -0.557
H 0.2643 -19.8497 20.4476 0.366 0.094 1.091 0.114
H -5.1066 -25.4776 13.5561 -0.206 -0.204 0.278 0.088
H -1.8495 -30.0649 16.2633 0.804 0.111 0.206 0.133
H 4.3992 -22.7785 19.0275 -0.142 0.602 -0.288 0.062
H -8.2591 -19.0680 15.5577 -0.016 -0.630 -0.036 0.088
H -1.0695 -16.2393 14.8462 0.273 -0.312 0.322 0.097
O -1.6332 -20.6634 20.3735 -0.688 -0.568 0.529 -0.005
C -3.2766 -23.0126 12.6130 -1.256 1.273 0.530 -0.192
H -0.7393 -27.6836 15.8976 -0.419 -0.921 1.272 0.119
C -0.6874 -19.3070 18.6825 -1.296 0.973 0.518 -0.046
H 2.3035 -21.7429 12.2083 -0.299 -0.404 0.189 0.069
C 5.3959 -18.9319 16.1644 -0.293 -1.012 -0.140 -0.048
C 3.9099 -20.5634 19.0243 2.103 -2.939 0.269 -0.567
H -0.0178 -23.2058 15.1533 0.438 -0.362 -0.905 0.109
C -4.9685 -20.9168 16.8075 0.633 1.462 -0.691 -0.534
H 1.5851 -13.6532 17.2431 0.229 -0.050 -0.118 0.078
C -3.7054 -24.4284 12.3181 2.024 -1.063 1.617 -0.175
H -7.7503 -20.1588 14.2655 0.276 -0.241 0.260 0.075
H -3.0575 -22.5664 22.3979 0.209 0.101 -0.074 0.095
H -1.1782 -19.7922 17.8761 -0.039 -0.401 -1.175 0.038
H -0.8367 -20.4638 10.2817 -0.333 -0.359 -0.442 0.077
H -5.4204 -23.5131 14.9517 -0.108 0.199 -0.903 0.091
```
Positions in Å, forces in eV/Å.

Charge ... 0
SMILES ... CCOC(C)=O.CCOC(C)=O.CCOC(C)=O.CCOC(C)=O.CCOC(C)=O.CCOC(C)=O.CCOC(C)=O.C1CCOC1.C1CCOC1.C1CCOC1.C1CCOC1
Molar mass ... 905.170 g mol⁻¹
ΔE to the lowest compared entry with this formula, charge and spin ... 1.5483 eV

Summary of highest occupied orbital energy in eV
-8.11; -9.35
(order as listed above)
Summary of DFT total energy in eV
-37027.1483; -83908.2780
(order as listed above)
Summary of lowest unoccupied orbital energy in eV
0.0; 0.6
(order as listed above)